{"formula": "C19H31NO3", "method": "ωB97M-V/def2-TZVPD", "species": ["C", "C", "C", "C", "C", "C", "C", "C", "C", "O", "C", "O", "C", "C", "N", "C", "C", "C", "C", "O", "C", "C", "C", "H", "H", "H", "H", "H", "H", "H", "H", "H", "H", "H", "H", "H", "H", "H", "H", "H", "H", "H", "H", "H", "H", "H", "H", "H", "H", "H", "H", "H", "H", "H"], "coordinates": [[-2.927, -2.246, 1.500], [-3.343, -1.548, 0.456], [-4.772, -1.582, -0.006], [-5.369, -0.175, 0.072], [-4.515, 0.806, -0.723], [-3.051, 0.825, -0.250], [-2.969, 1.355, 1.185], [-2.258, 1.742, -1.194], [-0.741, 1.615, -1.111], [-0.200, 2.310, 0.018], [0.935, 1.726, 0.422], [1.595, 2.140, 1.334], [1.218, 0.505, -0.443], [1.968, -0.606, 0.323], [3.291, -0.254, 0.778], [4.294, 0.117, -0.213], [5.552, 0.568, 0.539], [6.134, -0.524, 1.429], [4.597, -1.057, -1.162], [3.826, -1.039, -2.344], [-0.182, 0.189, -0.985], [-1.006, -0.647, -0.006], [-2.490, -0.612, -0.363], [-1.915, -2.222, 1.862], [-3.602, -2.887, 2.042], [-5.354, -2.272, 0.606], [-4.811, -1.929, -1.042], [-5.425, 0.137, 1.115], [-6.385, -0.183, -0.328], [-4.935, 1.811, -0.642], [-4.546, 0.521, -1.778], [-3.639, 2.203, 1.305], [-1.966, 1.695, 1.421], [-3.252, 0.586, 1.899], [-2.520, 2.782, -0.996], [-2.536, 1.516, -2.226], [-0.312, 2.095, -2.006], [1.853, 0.849, -1.271], [2.027, -1.501, -0.305], [1.401, -0.873, 1.217], [3.209, 0.500, 1.454], [3.972, 0.966, -0.847], [6.299, 0.896, -0.186], [5.287, 1.430, 1.156], [5.365, -0.907, 2.093], [6.949, -0.124, 2.028], [6.518, -1.347, 0.833], [5.629, -0.987, -1.509], [4.468, -2.003, -0.623], [2.903, -1.199, -2.119], [-0.155, -0.299, -1.963], [-0.870, -0.265, 1.006], [-0.652, -1.679, -0.034], [-2.591, -0.916, -1.415]], "nbo_charge": [-0.4210, 0.0685, -0.4399, -0.3922, -0.3869, -0.0173, -0.6427, -0.4136, 0.1013, -0.4973, 0.8012, -0.5826, -0.3642, -0.2047, -0.6374, -0.0767, -0.3887, -0.6157, -0.0779, -0.7164, -0.2197, -0.4132, -0.2705, 0.1962, 0.1989, 0.2137, 0.2028, 0.2026, 0.2114, 0.2095, 0.1945, 0.2139, 0.2276, 0.2213, 0.2271, 0.2140, 0.1864, 0.2399, 0.1782, 0.2122, 0.3847, 0.1717, 0.2033, 0.2029, 0.2212, 0.2081, 0.1981, 0.1833, 0.1705, 0.4568, 0.2171, 0.2097, 0.2230, 0.2068], "gap_ev": 9.3, "e_homo_ev": -8.78, "e_above_lowest_kcal_mol": 19.3, "smiles": "C=C1CCC[C@]2(C)C[C@H]3OC(=O)[C@@H](CN[C@@H](CC)CO)[C@H]3C[C@@H]12", "energy_ha": -1023.0779}

{"formula": "C19H31O2Si", "method": "ωB97M-V/def2-TZVPD", "species": ["C", "Si", "C", "C", "O", "C", "C", "C", "C", "O", "C", "H", "H", "H", "H", "H", "H", "H", "H", "H", "H", "H", "H", "H", "H", "H", "H", "C", "C", "C", "C", "C", "C", "C", "C", "C", "C", "C", "H", "H", "H", "H", "H", "H", "H", "H", "H", "H", "H", "H", "H", "H", "H"], "coordinates": [[1.249, 2.273, 2.263], [1.720, 0.580, 1.684], [1.342, 0.266, -0.093], [3.440, 0.086, 2.134], [0.715, -0.336, 2.681], [-0.010, -1.473, 2.370], [0.498, -2.715, 2.775], [-1.336, -1.254, 1.869], [-1.943, -0.008, 1.934], [-3.120, 0.162, 1.339], [-3.637, 1.495, 1.257], [1.842, 3.010, 1.712], [0.187, 2.491, 2.084], [1.451, 2.391, 3.337], [1.861, 1.049, -0.662], [1.722, -0.707, -0.434], [0.275, 0.327, -0.340], [4.125, 0.830, 1.706], [3.606, 0.064, 3.220], [3.715, -0.893, 1.716], [0.053, -3.583, 2.247], [1.569, -2.746, 3.033], [-1.903, -2.163, 1.615], [-1.526, 0.841, 2.521], [-4.682, 1.378, 1.002], [-3.518, 2.033, 2.217], [-3.128, 2.031, 0.444], [-1.134, -4.223, 4.555], [-0.401, -2.883, 4.627], [0.771, -2.642, 5.421], [0.911, -1.406, 6.155], [-0.290, -0.577, 6.480], [2.164, -1.011, 6.609], [3.310, -1.765, 6.346], [4.646, -1.273, 6.819], [3.164, -3.028, 5.758], [1.924, -3.502, 5.341], [1.853, -4.898, 4.780], [-2.227, -4.049, 4.548], [-0.901, -4.679, 3.570], [-0.931, -4.989, 5.346], [-0.985, -1.953, 4.216], [0.004, 0.244, 7.141], [-0.756, -0.144, 5.594], [-1.064, -1.173, 6.979], [2.229, -0.062, 7.141], [5.442, -1.937, 6.472], [4.847, -0.262, 6.445], [4.688, -1.208, 7.916], [4.045, -3.636, 5.576], [2.871, -5.312, 4.754], [1.240, -5.568, 5.401], [1.457, -4.923, 3.753]], "nbo_charge": [-1.1450, 1.8925, -1.1659, -1.1584, -0.8454, 0.5105, -0.5261, -0.4423, 0.3161, -0.4478, -0.2606, 0.2517, 0.2327, 0.2548, 0.2620, 0.2558, 0.2490, 0.2534, 0.2552, 0.2501, 0.2455, 0.2591, 0.2536, 0.2070, 0.2233, 0.1929, 0.2006, -0.6856, 0.0134, -0.1078, 0.0548, -0.6437, -0.2344, 0.0553, -0.6402, -0.2366, 0.0366, -0.6456, 0.2425, 0.2350, 0.2506, 0.2470, 0.2313, 0.2145, 0.2295, 0.2182, 0.2237, 0.2283, 0.2390, 0.2201, 0.2325, 0.2342, 0.2132], "gap_ev": 6.7, "e_homo_ev": -11.15, "charge": 1, "e_above_lowest_kcal_mol": 21.0, "energy_ha": -1182.2916}

{"formula": "C19H32BrNO9", "method": "ωB97M-V/def2-TZVPD", "species": ["C", "C", "C", "N", "C", "C", "Br", "C", "O", "O", "C", "O", "H", "H", "H", "H", "H", "H", "H", "H", "C", "C", "O", "C", "C", "O", "H", "H", "H", "H", "H", "H", "H", "H", "C", "C", "O", "C", "C", "O", "H", "H", "H", "H", "H", "H", "H", "H", "C", "C", "O", "C", "C", "O", "H", "H", "H", "H", "H", "H", "H", "H"], "coordinates": [[4.693, 1.974, -1.069], [3.697, 3.201, -1.418], [3.174, 3.119, -2.930], [2.254, 1.971, -3.210], [1.085, 1.997, -2.345], [0.280, 0.943, -1.810], [0.582, -0.964, -2.206], [-0.816, 1.657, -0.904], [-1.958, 1.333, -0.560], [-0.082, 2.853, -0.520], [0.408, 3.329, -1.778], [0.313, 4.436, -2.325], [4.081, 1.023, -0.931], [5.226, 2.229, -0.081], [5.484, 1.910, -1.888], [2.870, 3.179, -0.627], [4.276, 4.196, -1.237], [2.690, 4.129, -3.175], [4.081, 2.996, -3.634], [2.761, 1.075, -3.131], [-3.000, -4.276, -4.476], [-2.692, -5.347, -3.449], [-1.506, -5.025, -2.709], [-1.484, -4.238, -1.617], [-2.691, -3.404, -1.294], [-0.474, -4.149, -0.953], [-3.198, -3.312, -4.004], [-3.871, -4.555, -5.073], [-2.146, -4.132, -5.143], [-3.533, -5.541, -2.779], [-2.484, -6.289, -3.964], [-2.571, -2.413, -1.736], [-2.765, -3.308, -0.209], [-3.631, -3.843, -1.625], [-3.805, -6.955, 3.144], [-3.146, -5.591, 3.093], [-3.671, -4.806, 2.013], [-4.785, -4.056, 2.091], [-5.714, -4.246, 3.257], [-5.066, -3.295, 1.193], [-4.877, -6.877, 3.331], [-3.361, -7.567, 3.933], [-3.686, -7.472, 2.189], [-3.218, -5.053, 4.041], [-2.080, -5.716, 2.890], [-6.488, -4.965, 2.984], [-6.180, -3.285, 3.486], [-5.217, -4.569, 4.169], [2.134, 6.355, 3.044], [3.139, 5.244, 2.817], [3.668, 5.294, 1.483], [4.710, 6.057, 1.108], [5.191, 7.141, 2.031], [5.199, 5.917, 0.009], [2.594, 7.340, 2.946], [1.694, 6.277, 4.041], [1.334, 6.303, 2.302], [3.941, 5.244, 3.558], [2.634, 4.279, 2.909], [4.699, 8.078, 1.768], [6.270, 7.252, 1.899], [5.033, 6.925, 3.085]], "nbo_charge": [-0.6344, -0.4450, -0.2414, -0.5960, 0.1156, -0.2612, 0.1067, 0.7658, -0.4925, -0.5376, 0.7715, -0.4945, 0.2041, 0.2217, 0.2059, 0.2013, 0.2606, 0.2305, 0.2101, 0.3989, -0.6372, -0.0668, -0.5137, 0.8016, -0.7500, -0.5891, 0.2138, 0.2162, 0.2181, 0.1790, 0.1943, 0.2472, 0.2660, 0.2172, -0.6366, -0.0691, -0.5091, 0.7998, -0.7445, -0.5770, 0.2063, 0.2198, 0.2211, 0.1767, 0.2061, 0.2454, 0.2488, 0.2160, -0.6379, -0.0680, -0.5080, 0.8046, -0.7444, -0.5822, 0.2069, 0.2203, 0.2262, 0.1764, 0.2023, 0.2483, 0.2481, 0.2168], "gap_ev": 8.7, "e_homo_ev": -8.81, "smiles": "CCCNC1=C(Br)C(=O)OC1=O.CCOC(C)=O.CCOC(C)=O.CCOC(C)=O", "energy_ha": -4049.0225}

{"formula": "C19H32CdF12NO9", "method": "ωB97M-V/def2-TZVPD", "species": ["Cd", "C", "C", "O", "N", "H", "H", "C", "H", "H", "H", "H", "H", "H", "C", "O", "O", "C", "F", "F", "F", "C", "C", "H", "H", "H", "H", "H", "H", "C", "O", "O", "C", "F", "F", "F", "C", "C", "H", "H", "H", "H", "H", "H", "C", "O", "O", "C", "F", "F", "F", "C", "C", "H", "H", "H", "H", "H", "H", "C", "O", "O", "C", "F", "F", "F", "C", "C", "H", "H", "H", "H", "H", "H"], "coordinates": [[-0.173, 0.732, 0.658], [1.120, -4.310, 0.661], [-0.322, -3.977, 0.988], [-0.946, -4.299, 1.882], [-0.863, -2.860, 0.056], [-1.021, -2.113, 0.718], [-0.298, -2.415, -0.653], [-2.092, -3.214, -0.736], [1.499, -5.244, 1.076], [1.812, -3.563, 1.051], [1.397, -4.315, -0.393], [-2.004, -4.218, -1.151], [-2.156, -2.462, -1.522], [-2.947, -3.079, -0.073], [2.206, 1.796, 2.102], [1.509, 0.547, 2.476], [1.325, 2.185, 1.105], [2.505, 2.745, 3.309], [1.402, 3.430, 3.649], [2.805, 2.106, 4.432], [3.476, 3.697, 3.153], [2.243, -0.554, 3.042], [1.344, -1.110, 4.051], [1.027, -0.441, 4.851], [0.426, -1.415, 3.548], [1.733, -2.026, 4.495], [3.096, -0.243, 3.645], [2.550, -1.350, 2.363], [3.148, 1.471, 1.661], [-1.528, 2.260, -2.201], [-0.376, 2.716, -2.923], [-0.979, 1.862, -0.970], [-2.534, 3.555, -2.123], [-3.134, 3.696, -0.881], [-1.911, 4.744, -2.242], [-3.481, 3.503, -3.028], [-0.433, 2.479, -4.324], [0.722, 3.229, -4.979], [0.751, 4.190, -4.465], [1.671, 2.718, -4.819], [0.394, 3.305, -6.016], [-1.358, 2.836, -4.776], [-0.434, 1.407, -4.519], [-2.105, 1.471, -2.684], [-2.547, 0.375, 2.126], [-1.801, 1.616, 1.964], [-1.698, -0.531, 1.484], [-3.041, 0.128, 3.624], [-3.765, 1.212, 4.131], [-3.840, -0.867, 3.547], [-2.002, -0.030, 4.476], [-2.468, 2.788, 2.122], [-1.551, 4.018, 1.818], [-1.017, 3.966, 0.869], [-2.124, 4.944, 1.779], [-0.751, 3.921, 2.552], [-2.671, 3.087, 3.151], [-3.432, 2.764, 1.613], [-3.453, 0.492, 1.532], [1.841, -1.189, -1.578], [1.091, -2.376, -1.960], [1.071, -0.638, -0.468], [3.404, -1.529, -1.378], [3.617, -2.771, -0.780], [4.060, -1.550, -2.525], [4.035, -0.569, -0.653], [1.189, -2.857, -3.322], [0.699, -4.354, -3.349], [1.464, -5.059, -3.022], [-0.170, -4.336, -2.691], [0.418, -4.626, -4.366], [2.146, -2.712, -3.824], [0.505, -2.310, -3.971], [1.726, -0.476, -2.394]], "lowdin_charge": [1.4350, 0.0377, -0.3905, 0.2307, 0.0772, 0.0821, 0.0840, 0.0154, 0.0963, 0.0891, 0.0657, 0.0945, 0.0998, 0.1011, -0.3576, -0.1864, -0.2961, -0.5319, 0.1234, 0.1448, 0.1176, -0.2787, -0.1001, 0.0883, 0.0621, 0.0806, 0.1170, 0.1083, 0.1445, -0.2309, -0.0821, 0.0342, -0.4970, 0.1020, 0.1512, 0.1777, -0.2681, -0.0454, 0.0873, 0.0806, 0.0805, 0.1151, 0.1168, 0.1774, -0.3428, -0.1869, -0.2992, -0.5421, 0.0915, 0.2059, 0.1465, -0.3020, -0.0479, 0.0500, 0.0816, 0.0664, 0.1106, 0.1160, 0.1451, -0.2950, -0.1854, -0.3315, -0.4958, 0.0898, 0.1481, 0.1303, -0.2160, -0.0458, 0.0737, 0.0472, 0.0734, 0.1131, 0.1058, 0.1423], "multiplicity": 2, "gap_ev": [8.1, 4.4], "e_homo_ev": [-8.28, -8.22], "energy_ha": -2841.0164}

Max |F| per entry: 0.89; 3.17; 5.05; 6.26 eV/A